# 1
This record from the OMol25 dataset describes a molecular structure, C31H25AsN4RuS2. The level of theory is the ωB97M-V functional and the def2-TZVPD basis.

HOMO level (alpha / beta)	-10.577 / -10.726	eV
ΔE to the lowest compared entry with this formula, charge and spin	0.0	kcal per mole
lowest unoccupied orbital energy (alpha / beta)	-3.88 / -4.23	eV
F_max	0.57	eV Å⁻¹
2S+1	2
gap between HOMO and LUMO (alpha / beta)	6.695 / 6.498	eV
net charge	+1

Positions of all 64 atoms, in Å:
Ru -0.317 0.638 -0.317
As -0.921 -1.730 0.016
S -2.337 1.164 -1.179
S -0.515 0.843 1.855
N 1.799 0.675 -0.089
N -0.888 3.496 -0.980
N 0.082 2.611 -0.618
N -3.044 3.671 -1.666
C 3.160 5.816 -2.228
C -2.822 -2.040 0.041
C 1.578 -4.327 -2.105
C -0.325 -0.752 2.607
C -5.579 -2.333 0.001
C 1.271 5.453 -0.219
C -0.241 -3.159 2.506
C 1.725 6.725 -0.525
C -3.492 -2.149 -1.175
C 2.282 1.937 -0.193
C 0.127 -2.026 4.592
C -0.200 -3.279 -0.869
C -4.870 -2.300 -1.192
C 1.775 4.353 -0.909
C -0.883 -4.490 -0.821
C 1.027 -3.197 -1.519
C 1.318 2.988 -0.584
C -0.434 -1.936 1.879
C -0.330 -5.618 -1.413
C 2.606 -0.300 0.325
C 3.603 2.223 0.113
C 2.724 4.539 -1.913
C 0.045 -3.205 3.864
C 0.900 -5.537 -2.049
C 3.937 -0.084 0.639
C 2.664 6.908 -1.531
C -0.056 -0.799 3.972
C -4.911 -2.217 1.211
C -2.020 2.909 -1.263
C -3.531 -2.071 1.235
C 4.440 1.199 0.530
H -5.464 -2.243 2.141
H 3.885 5.957 -3.018
H 2.162 -1.283 0.427
H -5.390 -2.391 -2.137
H 0.342 -2.060 5.652
H 4.549 -0.910 0.971
H -1.846 -4.556 -0.329
H 3.112 3.687 -2.458
H -3.017 -1.986 2.185
H 0.201 -4.157 4.353
H 0.526 5.308 0.551
H -2.946 -2.120 -2.111
H -2.907 4.659 -1.794
H -0.863 -6.558 -1.376
H -0.317 -4.076 1.934
H 0.020 0.119 4.542
H 3.962 3.239 0.038
H 1.328 -6.418 -2.509
H 2.530 -4.260 -2.615
H -6.655 -2.449 -0.013
H 5.471 1.411 0.776
H 3.009 7.905 -1.771
H 1.549 -2.250 -1.596
H -3.930 3.257 -1.892
H 1.340 7.577 0.019

The computed Löwdin charges, all in e, follow:
1 Ru 0.52
2 As 1.23
3 S 0.61
4 S 0.69
5 N -0.05
6 N 0.03
7 N -0.13
8 N 0.10
9 C -0.06
10 C -0.41
11 C -0.07
12 C -0.64
13 C -0.07
14 C -0.02
15 C -0.08
16 C -0.06
17 C -0.14
18 C -0.19
19 C -0.06
20 C -0.38
21 C -0.07
22 C -0.20
23 C -0.10
24 C -0.12
25 C -0.16
26 C -0.41
27 C -0.06
28 C -0.11
29 C 0.02
30 C -0.04
31 C -0.07
32 C -0.07
33 C -0.02
34 C -0.07
35 C -0.11
36 C -0.07
37 C -0.78
38 C -0.09
39 C -0.02
40 H 0.11
41 H 0.11
42 H 0.10
43 H 0.11
44 H 0.11
45 H 0.12
46 H 0.11
47 H 0.12
48 H 0.10
49 H 0.11
50 H 0.12
51 H 0.11
52 H 0.12
53 H 0.11
54 H 0.10
55 H 0.11
56 H 0.13
57 H 0.11
58 H 0.11
59 H 0.11
60 H 0.12
61 H 0.11
62 H 0.08
63 H 0.09
64 H 0.11

---

# 2
This record from the OMol25 dataset describes a molecular structure, C31H25AsN4RuS2 in a non-equilibrium geometry. The level of theory is the ωB97M-V functional and the def2-TZVPD basis.

HOMO level (alpha / beta)	-10.476 / -10.441	eV
ΔE to the lowest compared entry with this formula, charge and spin	44.8	kcal per mole
lowest unoccupied orbital energy (alpha / beta)	-4.66 / -4.62	eV
F_max	4.34	eV Å⁻¹
2S+1	2
gap between HOMO and LUMO (alpha / beta)	5.821 / 5.823	eV
net charge	+1

Positions of all 64 atoms, in Å:
Ru 1.967 -0.756 -0.857
As 0.387 1.206 -1.113
S 2.001 -0.801 -3.164
S 4.113 0.201 -0.589
N 3.232 -0.615 1.813
N 0.738 -2.455 -0.545
N 5.188 0.611 1.826
N 2.217 -1.063 1.114
C -2.768 -1.012 0.448
C -3.389 -1.593 -0.646
C 1.120 0.561 -3.828
C -1.598 5.190 0.538
C -2.889 -1.387 -1.921
C -1.773 -0.589 -2.114
C -0.471 2.856 -0.454
C -1.662 -0.208 0.256
C 1.802 -1.904 4.102
C 0.866 -1.626 3.105
C -0.741 -1.027 4.803
C -0.205 2.564 -3.654
C 0.408 1.715 -5.818
C -0.567 -3.467 1.228
C 0.454 1.509 -3.036
C -1.163 -4.296 0.319
C -0.240 2.663 -5.038
C -0.412 -1.196 3.474
C -0.770 -4.232 -1.027
C -1.162 0.020 -1.026
C -2.412 4.141 0.140
C 0.421 -2.544 0.797
C 4.160 0.034 1.184
C -1.855 2.975 -0.357
C 0.344 3.913 -0.056
C 0.181 -1.339 5.790
C 1.441 -1.797 5.432
C 0.168 -3.291 -1.406
C 1.182 -1.757 1.683
C -0.221 5.081 0.428
C 1.094 0.677 -5.220
H 5.287 0.486 2.820
H -1.916 -5.004 0.627
H -2.037 6.093 0.932
H -3.375 -1.841 -2.771
H -3.486 4.225 0.214
H -4.268 -2.201 -0.503
H -1.392 -0.420 -3.115
H 5.969 0.961 1.297
H 1.622 -0.057 -5.810
H -0.772 3.476 -5.506
H 0.472 -3.203 -2.445
H -0.806 -3.519 2.278
H 0.412 5.903 0.726
H -1.172 0.298 1.085
H 0.382 1.786 -6.894
H -1.183 -4.905 -1.758
H 2.786 -2.250 3.831
H -0.081 -1.213 6.830
H 2.149 -2.070 6.198
H -3.154 -1.184 1.442
H 1.423 3.811 -0.138
H -1.137 -0.969 2.709
H -0.697 3.314 -3.043
H -2.494 2.160 -0.680
H -1.716 -0.642 5.062

The computed Löwdin charges, all in e, follow:
1 Ru 0.58
2 As 1.32
3 S 0.65
4 S 0.58
5 N -0.01
6 N -0.03
7 N 0.11
8 N -0.14
9 C -0.08
10 C -0.07
11 C -0.68
12 C -0.06
13 C -0.07
14 C -0.09
15 C -0.36
16 C -0.16
17 C -0.02
18 C -0.18
19 C -0.06
20 C -0.08
21 C -0.06
22 C 0.02
23 C -0.40
24 C -0.03
25 C -0.06
26 C -0.04
27 C -0.02
28 C -0.40
29 C -0.06
30 C -0.20
31 C -0.79
32 C -0.10
33 C -0.11
34 C -0.06
35 C -0.06
36 C -0.12
37 C -0.15
38 C -0.07
39 C -0.12
40 H 0.12
41 H 0.12
42 H 0.11
43 H 0.11
44 H 0.11
45 H 0.11
46 H 0.11
47 H 0.10
48 H 0.10
49 H 0.11
50 H 0.10
51 H 0.12
52 H 0.11
53 H 0.10
54 H 0.11
55 H 0.11
56 H 0.11
57 H 0.11
58 H 0.11
59 H 0.11
60 H 0.11
61 H 0.08
62 H 0.10
63 H 0.11
64 H 0.11

---

# 3
This record from the OMol25 dataset describes a molecular structure, C31H25BrCl2N3O3Pd. The level of theory is the ωB97M-V functional and the def2-TZVPD basis.

HOMO level (alpha / beta)	-15.897 / -15.888	eV
lowest unoccupied orbital energy (alpha / beta)	-8.74 / -10.68	eV
F_max	0.59	eV Å⁻¹
2S+1	5
gap between HOMO and LUMO (alpha / beta)	7.161 / 5.204	eV
net charge	+3

Positions of all 66 atoms, in Å:
Pd 0.043 -1.974 1.525
Br 5.960 -2.546 -3.146
Cl -2.156 -0.948 2.772
Cl 0.255 -1.860 4.154
O 0.674 0.292 1.683
O 2.151 -2.274 1.367
O 0.647 3.640 -1.833
N -1.151 -3.816 1.483
N 0.071 -2.655 -0.546
N -1.675 2.750 -0.602
C 5.225 -2.305 -0.426
C 4.761 -2.448 -1.754
C -2.715 -5.373 2.393
C 4.334 -2.251 0.597
C -0.431 4.440 -1.914
C 0.936 1.509 1.752
C 3.380 -2.547 -2.019
C -1.612 -4.510 2.500
C -1.642 6.381 -2.664
C -3.479 -4.805 -1.211
C -2.940 -4.102 -2.253
C 1.981 1.946 2.660
C -1.749 -3.944 0.261
C 2.299 3.266 2.797
C 0.236 2.540 0.976
C -0.884 2.097 0.205
C -1.412 -1.267 4.366
C 2.911 -2.323 0.367
C -1.597 4.014 -1.252
C -3.363 -5.474 1.192
C 1.771 3.950 -2.670
C 2.451 -2.473 -1.007
C 1.065 -2.758 -1.342
C -2.807 5.934 -2.041
C -1.766 -3.339 -2.080
C -2.783 4.744 -1.349
C -2.887 -4.748 0.075
C 1.601 4.233 2.056
C -0.472 5.646 -2.611
C 0.595 3.865 1.151
C -1.175 -3.269 -0.848
H -4.231 -6.112 1.083
H -3.676 4.377 -0.858
H 0.080 4.646 0.615
H 1.467 4.007 -3.715
H 2.472 3.132 -2.535
H 0.905 -3.196 -2.329
H -1.200 1.077 0.395
H -1.651 7.312 -3.215
H -1.998 -2.031 4.863
H 0.408 6.011 -3.119
H 3.079 3.578 3.479
H -3.718 6.511 -2.099
H -1.387 -0.339 4.925
H -3.399 -4.145 -3.231
H -3.039 -5.931 3.259
H -4.361 -5.414 -1.356
H 2.233 4.888 -2.361
H 4.656 -2.156 1.626
H 1.837 5.281 2.186
H -2.532 2.258 -0.834
H -1.093 -4.394 3.445
H 3.060 -2.703 -3.042
H 2.486 1.173 3.222
H 6.289 -2.251 -0.239
H -1.341 -2.817 -2.928

The computed Löwdin charges, all in e, follow:
1 Pd 0.90
2 Br 0.98
3 Cl 0.59
4 Cl 0.63
5 O -0.07
6 O -0.06
7 O -0.08
8 N 0.00
9 N 0.03
10 N 0.17
11 C -0.06
12 C -0.65
13 C 0.00
14 C 0.06
15 C -0.24
16 C -0.31
17 C -0.04
18 C -0.10
19 C -0.01
20 C 0.02
21 C -0.02
22 C 0.07
23 C -0.16
24 C -0.01
25 C -0.08
26 C 0.05
27 C -0.86
28 C -0.29
29 C -0.16
30 C 0.05
31 C -0.02
32 C -0.09
33 C -0.02
34 C -0.04
35 C 0.01
36 C 0.00
37 C -0.13
38 C 0.04
39 C 0.02
40 C 0.04
41 C -0.20
42 H 0.14
43 H 0.13
44 H 0.13
45 H 0.11
46 H 0.10
47 H 0.15
48 H 0.13
49 H 0.13
50 H 0.05
51 H 0.12
52 H 0.13
53 H 0.13
54 H 0.05
55 H 0.13
56 H 0.13
57 H 0.14
58 H 0.11
59 H 0.14
60 H 0.14
61 H 0.18
62 H 0.11
63 H 0.13
64 H 0.13
65 H 0.13
66 H 0.13

---

# 4
This record from the OMol25 dataset describes a molecular structure, C31H25BrCoF6N7OSb in a non-equilibrium geometry. The level of theory is the ωB97M-V functional and the def2-TZVPD basis.

HOMO level (alpha / beta)	-10.458 / -11.348	eV
lowest unoccupied orbital energy (alpha / beta)	-4.24 / -4.29	eV
F_max	1.18	eV Å⁻¹
2S+1	3
gap between HOMO and LUMO (alpha / beta)	6.214 / 7.061	eV
net charge	+1

Positions of all 73 atoms, in Å:
Sb 0.249 4.273 -0.808
Br -4.329 4.245 3.870
Co 0.510 0.436 -0.024
F 0.494 4.409 1.069
F 0.393 6.092 -1.162
F -1.615 4.210 -0.555
F 0.021 3.747 -2.606
F 0.104 2.273 -0.384
F 2.090 3.830 -0.970
O -1.337 0.172 0.695
N -2.663 -3.319 -1.897
N 2.844 2.662 1.926
N 1.011 1.008 1.885
N 1.008 -1.299 0.446
N -3.745 -5.257 -1.052
N 0.053 0.085 -1.887
N 2.644 1.023 0.265
C -1.578 -0.457 -3.556
C 1.074 -2.370 -0.314
C -0.788 0.204 -4.500
C -1.904 1.087 1.333
C 5.763 1.381 0.917
C 1.330 -0.250 2.561
C -4.693 -4.054 -2.863
C 2.069 -2.675 3.714
C 2.027 -1.535 4.466
C 5.072 1.421 -0.458
C 2.261 1.665 1.464
C 0.421 0.762 -4.132
C -1.116 -0.461 -2.241
C -3.310 3.017 2.862
C 0.814 0.677 -2.815
C -2.010 2.817 3.145
C 0.108 1.850 2.586
C -2.875 -0.971 -4.030
C 1.484 -3.623 0.170
C -3.265 1.417 1.047
C 1.746 -2.641 2.340
C -3.640 -3.137 -2.793
C -3.949 2.322 1.785
C 1.353 -1.412 1.764
C -4.705 -5.099 -1.958
C -3.681 -2.003 -3.727
C 1.662 -0.306 3.888
C 3.661 1.060 -0.431
C -1.232 1.874 2.382
C 1.809 -3.766 1.489
C -2.773 -4.360 -1.084
H -4.984 2.537 1.560
H 0.787 -2.256 -1.350
H 5.225 2.001 1.629
H 0.544 2.586 3.254
H -1.128 0.278 -5.525
H 5.599 0.795 -1.179
H 2.358 -3.618 4.160
H 5.087 2.445 -0.855
H 6.777 1.764 0.810
H -1.983 -4.484 -0.352
H 1.041 1.284 -4.846
H -4.573 -2.053 -4.342
H -1.706 -0.883 -1.451
H 1.647 0.590 4.496
H -5.505 -5.829 -1.940
H -1.524 3.378 3.932
H 1.754 1.103 -2.488
H 1.526 -4.460 -0.512
H -3.236 -0.382 -4.867
H 2.289 -1.565 5.515
H -3.736 0.894 0.226
H 5.813 0.362 1.300
H 2.427 3.160 2.707
H -5.480 -3.945 -3.596
H 2.117 -4.723 1.889

The computed Löwdin charges, all in e, follow:
1 Sb 1.46
2 Br 0.80
3 Co 0.52
4 F -0.34
5 F -0.32
6 F -0.33
7 F -0.34
8 F -0.34
9 F -0.35
10 O 0.00
11 N 0.13
12 N 0.26
13 N -0.05
14 N 0.04
15 N 0.09
16 N -0.01
17 N 0.10
18 C -0.16
19 C -0.05
20 C 0.01
21 C -0.28
22 C -0.08
23 C -0.12
24 C 0.00
25 C 0.00
26 C -0.03
27 C -0.20
28 C -0.39
29 C -0.02
30 C -0.04
31 C -0.67
32 C -0.10
33 C -0.07
34 C 0.02
35 C -0.02
36 C -0.01
37 C 0.03
38 C -0.13
39 C -0.26
40 C -0.06
41 C -0.11
42 C -0.11
43 C -0.02
44 C 0.03
45 C 0.01
46 C -0.09
47 C 0.02
48 C -0.21
49 H 0.12
50 H 0.12
51 H 0.05
52 H 0.13
53 H 0.13
54 H 0.11
55 H 0.13
56 H 0.14
57 H 0.08
58 H 0.10
59 H 0.12
60 H 0.11
61 H 0.10
62 H 0.13
63 H 0.12
64 H 0.12
65 H 0.11
66 H 0.12
67 H 0.11
68 H 0.12
69 H 0.13
70 H 0.08
71 H 0.08
72 H 0.11
73 H 0.13